1.
Computed, not measured: C4H9NO in the gas phase, with ωB97M-V with the def2-TZVPD basis set.

Summary:
energy relative to the best compared isomer or geometry (same formula, charge and spin) = 6.1877 eV
molecular weight = 87.12 g/mol
maximum force = 2.3 eV/A
orbital gap (alpha / beta) = 7.66 / 9.18 eV

Structure (ORCA input):
```
! RIJCOSX wB97M-V def2-TZVPD def2/J DEFGRID3
* xyz 0 1
C 1.761 -0.399 0.139
C 0.762 -0.042 -0.829
C -0.320 0.172 0.358
N -0.807 1.417 0.522
O -0.924 2.041 -0.731
C -1.224 -1.063 0.412
H 0.406 -0.023 1.268
H 2.031 -1.434 0.331
H 2.380 0.370 0.592
H 0.868 0.914 -1.344
H 0.447 -0.835 -1.507
H -1.046 2.966 -0.483
H -1.830 -1.042 1.321
H -1.890 -1.066 -0.457
H -0.615 -1.975 0.408
*
```

Here are the Löwdin charges for atoms 1 to 2, given in e: -0.04, -0.20



2.
Computed, not measured: 2 unconnected molecules or ions with the total composition C7H9NO2, with ωB97M-V with the def2-TZVPD basis set.

Summary:
energy relative to the best compared isomer or geometry (same formula, charge and spin) = 2.8534 eV
molecular weight = 139.15 g/mol
maximum force = 7.7 eV/A
SMILES = c1ccncc1.CC(=O)O
orbital gap = 10.09 eV

Structure (ORCA input):
```
! RIJCOSX wB97M-V def2-TZVPD def2/J DEFGRID3
* xyz 0 1
C -0.443 3.511 -0.828
C -1.778 3.355 -0.150
C 0.989 -1.942 -0.840
C 1.681 -1.774 0.200
C 1.063 -2.356 1.339
C 0.076 -3.234 1.251
C -0.433 -3.581 -0.061
H 0.650 5.100 -0.903
H -2.285 2.555 -0.656
H -1.702 3.201 0.967
H -2.460 4.207 -0.151
H 1.434 -1.565 -1.708
H 2.642 -1.218 0.349
H 1.507 -2.176 2.419
H 0.069 -4.077 2.122
H -1.133 -4.385 -0.414
N 0.018 -2.917 -1.093
O 0.071 2.724 -1.570
O 0.034 4.573 -0.273
*
```

Here are the Löwdin charges for atoms 1 to 2, given in e: -0.65, -0.01



3.
Computed, not measured: a gas-phase ion, C3H10N2 (charge +1), with ωB97M-V with the def2-TZVPD basis set.

Summary:
energy relative to the best compared isomer or geometry (same formula, charge and spin) = 2.3804 eV
molecular weight = 74.13 g/mol
maximum force = 4.5 eV/A
orbital gap (alpha / beta) = 12.04 / 4.01 eV

Structure (ORCA input):
```
! RIJCOSX wB97M-V def2-TZVPD def2/J DEFGRID3
* xyz 1 2
N 1.836 1.312 1.122
C 0.596 1.063 0.229
C 0.253 -0.466 -0.092
C -1.216 -0.882 0.182
N -1.957 -1.276 -1.007
H 1.878 2.355 1.318
H 2.595 1.214 0.499
H 1.008 1.417 -0.759
H -0.349 1.372 0.840
H 0.550 -0.569 -1.163
H 0.925 -1.103 0.481
H -1.656 -0.059 0.755
H -1.206 -1.801 0.824
H -1.471 -2.056 -1.475
H -1.786 -0.522 -1.753
*
```

Here are the Löwdin charges for atoms 1 to 2, given in e: 0.17, -0.13



4.
Computed, not measured: 2 unconnected molecules or ions with the total composition C4H11NO3, with ωB97M-V with the def2-TZVPD basis set.

Summary:
energy relative to the best compared isomer or geometry (same formula, charge and spin) = 0.7455 eV
molecular weight = 121.14 g/mol
maximum force = 1.2 eV/A
SMILES = CC[C@@H](N)C(=O)O.O
orbital gap = 10.33 eV

Structure (ORCA input):
```
! RIJCOSX wB97M-V def2-TZVPD def2/J DEFGRID3
* xyz 0 1
O 0.952 2.418 0.706
C 0.323 1.737 -0.053
O 0.406 1.900 -1.393
C -0.595 0.601 0.339
C 0.265 -0.655 0.573
C -0.583 -1.908 0.472
N -1.335 1.111 1.501
H 1.031 2.579 -1.632
H -1.337 0.353 -0.411
H 1.112 -0.687 -0.105
H 0.735 -0.636 1.561
H -1.008 -2.102 -0.519
H -1.506 -1.777 1.056
H -0.130 -2.821 0.841
H -1.813 0.369 2.000
H -0.649 1.483 2.150
H 1.523 0.137 -2.318
H 0.896 -1.303 -2.406
O 1.712 -0.800 -2.363
*
```

Here are the Löwdin charges for atoms 1 to 2, given in e: 0.13, -0.49



5.
Computed, not measured: a molecular structure, C2H4NO3S, with ωB97M-V with the def2-TZVPD basis set.

Summary:
energy relative to the best compared isomer or geometry (same formula, charge and spin) = 2.4473 eV
molecular weight = 122.12 g/mol
maximum force = 4.9 eV/A
orbital gap = 8.36 eV

Structure (ORCA input):
```
! RIJCOSX wB97M-V def2-TZVPD def2/J DEFGRID3
* xyz -1 1
C 0.108 -1.905 -0.663
C -1.071 1.673 0.171
N 1.212 -1.504 -0.325
O 0.208 0.568 0.916
O 2.538 -0.100 1.186
O -0.700 2.454 -0.679
S 1.550 0.283 0.197
H -0.751 -1.184 -0.572
H -0.044 -2.854 -1.185
H -1.679 0.692 -0.172
H -1.372 1.877 1.125
*
```

Here are the Löwdin charges for atoms 1 to 2, given in e: -0.21, -0.41



6.
Computed, not measured: C19H12BrCl2NO4S2 in the gas phase, with ωB97M-V with the def2-TZVPD basis set.

Summary:
molecular weight = 533.25 g/mol
maximum force = 0.9 eV/A
SMILES = O=C(O)CN1C(=O)/C(=C\c2cc(Br)ccc2OCc2ccc(Cl)cc2Cl)SC1=S
orbital gap = 7.38 eV

Structure (ORCA input):
```
! RIJCOSX wB97M-V def2-TZVPD def2/J DEFGRID3
* xyz 0 1
O 4.713 3.003 5.365
C 3.816 2.455 4.795
O 3.741 1.135 4.620
H 4.498 0.694 5.037
C 2.641 3.187 4.158
N 1.592 2.295 3.739
C 0.772 1.687 4.641
S 0.792 1.955 6.248
S -0.312 0.590 3.813
C 0.375 0.982 2.236
C -0.064 0.325 1.140
C 0.268 0.475 -0.256
C 0.703 1.671 -0.825
C 0.926 1.750 -2.184
C 0.729 0.656 -3.009
C 0.293 -0.538 -2.463
C 0.052 -0.645 -1.099
O -0.354 -1.777 -0.478
C -0.728 -2.910 -1.235
C -1.890 -2.689 -2.174
C -1.835 -3.167 -3.479
C -2.881 -2.990 -4.363
C -4.014 -2.310 -3.941
C -4.104 -1.828 -2.646
C -3.048 -2.028 -1.770
Cl -3.217 -1.446 -0.155
H -4.989 -1.309 -2.315
Cl -5.326 -2.066 -5.029
H -2.820 -3.370 -5.370
H -0.952 -3.697 -3.807
H -1.008 -3.647 -0.474
H 0.133 -3.299 -1.793
H 0.137 -1.378 -3.118
H 0.911 0.732 -4.070
Br 1.498 3.397 -2.942
H 0.858 2.536 -0.204
H -0.783 -0.465 1.325
C 1.452 1.965 2.399
O 2.160 2.447 1.544
H 3.007 3.703 3.263
H 2.260 3.919 4.874
*
```

Here are the Löwdin charges for atoms 1 to 2, given in e: 0.12, -0.53



no.,calculated total energy (Eh)
1,-287.605057
2,-477.287035
3,-229.405778
4,-439.498524
5,-757.231787
6,-5377.767390